C2Br2S3 as an isolated structure, computed with the ωB97M-V functional and the def2-TZVPD basis.

Each line ends with the natural charge from an NBO analysis.
Geometry (Å):
C  -1.408  -0.285  -0.029  -0.558
C  0.604  0.819  -0.006  -0.450
S  -2.762  -1.105  -0.051  0.261
S  -0.433  0.414  1.311  0.528
S  -0.315  0.150  -1.313  0.557
Br  2.298  -1.950  0.155  -0.693
Br  2.016  1.957  -0.067  0.356

The calculation puts the largest force on an atom at 1.45 eV Å⁻¹. The value obtained for the highest occupied orbital energy (spin up / spin down) is -8.1 / -8.1 eV. Its energy relative to the best compared isomer or geometry (same formula, charge and spin) is 43.5 kcal per mole. The value obtained for the HOMO-LUMO gap (spin up / spin down) is 0.182 / 0.182 Eh. The lowest unoccupied orbital energy (spin up / spin down) is -3.13 / -3.13 eV.

=====

A 19-piece molecular cluster, C2H40O20 overall, computed with the ωB97M-V functional and the def2-TZVPD basis.

Each line ends with the natural charge from an NBO analysis.
Geometry (Å):
O  1.339  -0.352  -1.083  -1.022
C  0.274  -0.437  -0.154  -0.071
C  -0.245  1.007  -0.042  -0.118
O  -1.462  1.052  0.643  -1.023
H  0.577  -0.978  0.779  0.164
H  -0.477  -1.036  -0.644  0.126
H  -0.506  1.322  -0.984  0.149
H  0.494  1.718  0.275  0.165
O  0.080  -3.295  -2.072  -0.916
H  -0.150  -4.165  -1.699  0.436
H  0.000  -2.682  -1.346  0.480
O  1.661  3.534  1.766  -0.973
H  0.909  2.927  1.663  0.502
H  2.429  2.984  1.717  0.463
O  0.445  3.980  -1.150  -0.969
H  1.334  4.327  -0.888  0.471
H  0.561  3.078  -1.388  0.498
O  2.685  -2.502  -0.260  -1.006
H  2.285  -1.728  -0.569  0.484
H  2.276  -2.692  0.605  0.466
O  -2.067  -1.324  1.986  -0.977
H  -1.843  -0.524  1.453  0.490
H  -1.926  -1.992  1.308  0.453
O  -0.744  -3.823  1.016  -0.982
H  -0.348  -4.643  0.737  0.465
H  -1.370  -3.559  0.339  0.502
O  -2.612  -2.588  -0.428  -0.998
H  -2.722  -3.080  -1.237  0.476
H  -2.550  -1.662  -0.713  0.503
O  3.293  -0.406  -2.729  -0.954
H  3.662  0.458  -2.966  0.433
H  2.525  -0.191  -2.196  0.497
O  1.408  1.817  -2.698  -0.976
H  2.362  2.073  -2.654  0.443
H  1.327  0.997  -2.174  0.500
O  1.774  -3.193  2.055  -0.983
H  0.812  -3.209  1.885  0.525
H  1.967  -3.212  2.997  0.487
O  2.136  -0.487  2.833  -1.008
H  2.065  -1.366  2.513  0.462
H  2.531  -0.031  2.069  0.499
O  -0.421  -0.449  -3.120  -0.990
H  0.171  -0.543  -2.370  0.476
H  -1.233  -0.070  -2.726  0.473
O  -3.041  2.672  -1.026  -0.964
H  -3.885  2.273  -0.772  0.460
H  -2.289  2.194  -0.653  0.487
O  -2.509  -0.233  -1.530  -0.968
H  -2.149  0.178  -0.770  0.516
H  -3.469  -0.251  -1.491  0.481
O  3.018  0.534  0.608  -1.016
H  2.211  0.396  0.033  0.509
H  3.692  0.002  0.181  0.484
O  -1.207  3.640  1.139  -0.976
H  -0.593  3.942  0.495  0.473
H  -1.335  2.739  0.851  0.466
O  -3.677  1.670  1.715  -0.990
H  -4.303  0.976  1.549  0.437
H  -2.822  1.432  1.209  0.510
O  -0.170  1.222  2.987  -0.988
H  0.405  0.459  3.003  0.477
H  -0.583  1.100  2.124  0.478

The calculation puts the largest force on an atom at 3.28 eV Å⁻¹. The value obtained for the highest occupied orbital energy is -3.3 eV. Its energy relative to the best compared isomer or geometry (same formula, charge and spin) is 39.0 kcal per mole. The value obtained for the HOMO-LUMO gap is 0.280 Eh. The lowest unoccupied orbital energy is 4.30 eV. The total charge is -2.

=====

A 16-piece molecular cluster, C21H74N6O16 overall, computed with the ωB97M-V functional and the def2-TZVPD basis.

Each line ends with the Mulliken charge.
Geometry (Å):
C  3.771  0.851  2.685  -2.056
C  3.065  -0.478  3.102  0.790
O  1.808  -0.169  3.588  -0.629
H  3.368  1.300  1.838  0.531
H  4.769  0.694  2.452  0.541
H  3.773  1.552  3.463  0.460
H  3.655  -1.133  3.837  0.407
H  2.799  -1.219  2.296  -0.489
H  1.702  -0.516  4.455  0.280
C  -3.352  -3.043  -4.658  -1.148
C  -2.344  -3.858  -3.850  -0.165
O  -1.550  -3.056  -2.994  -0.293
H  -2.987  -2.138  -5.203  0.234
H  -4.113  -2.618  -4.058  0.321
H  -3.840  -3.671  -5.394  0.372
H  -1.561  -4.377  -4.486  0.223
H  -2.827  -4.694  -3.257  0.288
H  -1.775  -3.305  -2.118  0.190
C  -2.376  -2.289  3.381  -0.272
C  -3.865  -2.129  3.720  -0.418
O  -4.000  -1.441  4.999  -0.545
H  -1.758  -2.794  4.182  0.493
H  -1.964  -1.333  3.080  -0.413
H  -2.348  -2.933  2.529  0.279
H  -4.193  -3.193  3.984  0.407
H  -4.549  -1.645  2.952  0.188
H  -4.804  -1.618  5.426  0.301
C  4.577  0.068  -0.286  -1.050
C  3.992  1.140  -1.137  1.096
O  4.912  1.443  -2.180  -0.620
H  4.890  -0.753  -0.885  0.454
H  3.871  -0.251  0.360  -0.178
H  5.420  0.522  0.110  0.367
H  3.628  2.025  -0.461  0.249
H  3.185  0.776  -1.662  -0.783
H  4.872  2.415  -2.293  0.361
C  0.695  -0.488  -0.776  0.602
C  0.522  0.002  0.622  2.334
O  -0.352  1.058  0.767  2.623
H  0.951  0.253  -1.429  -0.058
H  -0.167  -1.112  -1.044  -0.821
H  1.561  -1.187  -0.734  -0.540
H  1.526  0.459  0.843  -0.522
H  0.243  -0.757  1.406  -1.056
H  0.150  1.871  0.856  -1.220
C  0.981  3.312  2.740  0.153
O  1.261  3.166  1.359  -0.554
N  1.150  2.362  3.547  0.026
N  0.602  4.462  3.319  -0.373
H  1.404  1.422  3.238  -0.115
H  0.641  2.447  4.436  0.295
H  0.375  5.227  2.626  0.307
H  0.285  4.564  4.318  0.199
C  2.196  1.342  -5.209  0.239
O  1.940  1.164  -3.846  -0.403
N  2.903  2.330  -5.632  -0.433
N  1.730  0.585  -6.143  -0.388
H  3.486  2.862  -4.846  0.298
H  3.329  2.350  -6.550  0.203
H  1.029  -0.140  -5.871  0.264
H  2.130  0.610  -7.082  0.174
C  -4.647  0.978  -0.002  0.259
O  -5.618  1.034  -0.925  -0.799
N  -4.684  0.303  1.138  0.088
N  -3.483  1.533  -0.209  -0.044
H  -5.584  -0.088  1.383  0.219
H  -3.979  0.425  1.893  -0.152
H  -3.398  1.691  -1.213  0.112
H  -2.598  1.227  0.148  -0.234
C  -1.951  1.563  3.386  -0.396
O  -3.284  1.212  3.671  -0.502
H  -1.593  2.449  3.966  0.387
H  -1.853  1.913  2.371  -0.128
H  -1.194  0.848  3.529  0.154
H  -3.546  1.467  4.508  0.280
C  -2.179  4.648  0.946  -0.161
O  -3.220  3.784  1.163  -0.519
H  -2.325  5.416  0.148  0.297
H  -1.225  4.285  0.841  -0.309
H  -2.033  5.189  1.870  0.266
H  -3.216  3.007  0.627  0.419
C  2.437  -3.551  0.294  -0.253
O  0.976  -3.516  0.056  -0.434
H  2.992  -3.039  -0.415  0.074
H  2.735  -4.616  0.400  0.287
H  2.733  -3.068  1.206  -0.105
H  0.561  -3.396  0.934  0.390
C  0.614  3.989  -1.717  -0.125
O  1.799  3.519  -2.318  -0.490
H  0.138  4.424  -2.585  0.436
H  0.793  4.819  -1.008  0.181
H  0.037  3.157  -1.343  -0.264
H  1.574  2.662  -2.681  0.157
C  -1.599  0.628  -2.838  1.735
O  -2.258  1.821  -3.004  -0.571
H  -2.142  -0.256  -3.205  0.336
H  -1.447  0.626  -1.809  -1.557
H  -0.547  0.770  -3.191  -0.196
H  -2.467  1.867  -3.952  0.298
C  2.835  -2.075  -3.401  -0.319
O  4.051  -2.268  -2.696  -0.563
H  2.843  -2.343  -4.368  0.638
H  2.641  -1.077  -3.432  -0.229
H  2.014  -2.651  -2.997  0.178
H  4.667  -1.696  -3.166  0.343
C  -2.494  -2.053  0.009  -0.406
O  -2.704  -3.378  -0.437  -0.721
H  -3.187  -1.866  0.781  0.581
H  -2.620  -1.434  -0.867  0.289
H  -1.418  -2.026  0.179  -0.115
H  -2.086  -3.863  0.024  0.385
C  1.150  -3.517  3.364  -0.742
O  0.308  -2.725  2.589  -0.252
H  1.880  -4.268  2.867  0.222
H  0.652  -4.057  4.131  0.349
H  1.841  -2.769  3.811  0.205
H  -0.079  -1.977  3.144  0.011

The calculation puts the largest force on an atom at 8.57 eV Å⁻¹. The value obtained for the highest occupied orbital energy is -8.8 eV. Its energy relative to the best compared isomer or geometry (same formula, charge and spin) is 33.1 kcal per mole. The value obtained for the HOMO-LUMO gap is 0.321 Eh. The lowest unoccupied orbital energy is -0.09 eV.

=====

H14O7 as an isolated structure, computed with the ωB97M-V functional and the def2-TZVPD basis.

Each line ends with the natural charge from an NBO analysis.
Geometry (Å):
O  1.603  -1.015  1.890  -0.933
H  0.907  -1.056  2.546  0.444
H  1.395  -0.239  1.369  0.503
O  0.037  -0.366  0.485  -0.899
H  -0.839  -0.582  0.804  0.445
H  -0.105  0.338  -0.149  0.492
O  1.095  -1.963  0.019  -0.961
H  0.937  -2.851  0.341  0.461
H  0.669  -1.396  0.662  0.479
O  1.072  -0.402  -1.539  -1.028
H  2.004  -0.245  -1.693  0.467
H  1.048  -1.195  -1.003  0.466
O  -2.619  0.642  -0.137  -0.958
H  -2.533  -0.220  0.270  0.478
H  -3.422  0.585  -0.655  0.484
O  -0.723  1.376  -0.801  -0.811
H  -1.461  1.951  -0.597  0.534
H  -1.056  0.789  -1.479  0.514
O  0.882  1.791  0.172  -1.005
H  0.928  2.683  -0.171  0.438
H  0.183  1.375  -0.333  0.390

The calculation puts the largest force on an atom at 13.62 eV Å⁻¹. The value obtained for the highest occupied orbital energy is -9.0 eV. Its energy relative to the best compared isomer or geometry (same formula, charge and spin) is 277.7 kcal per mole. The value obtained for the HOMO-LUMO gap is 0.319 Eh. The lowest unoccupied orbital energy is -0.36 eV.

=====

One molecule with the formula C3H4F2O, computed with the ωB97M-V functional and the def2-TZVPD basis.

Each line ends with the natural charge from an NBO analysis.
Geometry (Å):
O  -2.009  0.414  -0.717  -0.505
C  -1.733  -0.307  0.203  0.454
C  -0.315  -0.449  0.812  -0.589
C  0.720  0.000  -0.190  0.565
F  1.736  -0.819  -0.509  -0.332
F  1.241  1.171  0.324  -0.353
H  -2.543  -0.868  0.774  0.115
H  -0.276  0.196  1.609  0.256
H  -0.105  -1.425  1.202  0.240
H  0.170  0.138  -1.146  0.148

The calculation puts the largest force on an atom at 2.86 eV Å⁻¹. The value obtained for the highest occupied orbital energy is -10.5 eV. Its energy relative to the best compared isomer or geometry (same formula, charge and spin) is 9.5 kcal per mole. The value obtained for the HOMO-LUMO gap is 0.416 Eh. The lowest unoccupied orbital energy is 0.80 eV.

=====

One molecule with the formula CH4IPS, computed with the ωB97M-V functional and the def2-TZVPD basis.

Each line ends with the natural charge from an NBO analysis.
Geometry (Å):
C  0.445  1.114  0.119  -0.962
P  -0.102  -0.362  -0.851  0.704
S  0.704  -1.847  0.383  -0.279
I  -2.995  0.003  0.013  -0.379
H  0.346  1.879  -0.535  0.242
H  1.613  1.101  0.212  0.237
H  -0.008  0.998  1.013  0.250
H  -0.002  -2.886  -0.355  0.187

The calculation puts the largest force on an atom at 5.85 eV Å⁻¹. The value obtained for the highest occupied orbital energy is -8.8 eV. Its energy relative to the best compared isomer or geometry (same formula, charge and spin) is 30.6 kcal per mole. The value obtained for the HOMO-LUMO gap is 0.266 Eh. The lowest unoccupied orbital energy is -1.61 eV.